Record 1
68
Properties=species:S:1:pos:R:3:nbo_charge:R:1 method="wB97M-V/def2-TZVPD" gap_ev=5.0 de_lowest_kj_mol=0.0 e_tot_ev=-65956.0236 total_charge=-1
Mg -0.491 -0.178 -0.051 1.714
C -4.740 0.101 -0.898 -0.365
C -3.590 0.423 -0.167 -0.001
N -2.531 -0.192 -0.667 -0.401
N -2.964 -0.925 -1.715 -0.328
C -4.287 -0.764 -1.873 -0.016
B -1.982 -1.769 -2.539 0.556
N -1.256 -2.783 -1.629 -0.324
C -1.322 -4.122 -1.629 -0.015
C -0.473 -4.600 -0.651 -0.368
C 0.081 -3.444 -0.092 -0.016
N -0.383 -2.357 -0.690 -0.387
N -0.902 -0.834 -3.156 -0.310
C -0.507 -0.725 -4.433 -0.020
C 0.549 0.165 -4.490 -0.376
C 0.727 0.557 -3.157 -0.052
N -0.142 -0.055 -2.362 -0.371
H -5.747 0.441 -0.733 0.221
H -3.475 1.062 0.695 0.228
H -4.809 -1.282 -2.661 0.209
H -2.567 -2.348 -3.419 -0.050
H -1.977 -4.635 -2.314 0.211
H -0.307 -5.623 -0.363 0.220
H 0.763 -3.347 0.739 0.217
H -1.008 -1.282 -5.207 0.216
H 1.090 0.493 -5.360 0.222
H 1.431 1.261 -2.738 0.214
O -3.709 6.187 -2.783 -0.694
C -3.111 6.333 -1.563 0.778
O -3.293 7.364 -0.964 -0.612
C -2.434 5.145 -1.014 -0.305
C -2.139 3.988 -1.751 -0.167
C -1.508 2.909 -1.183 -0.299
C -1.127 2.904 0.184 0.308
C -1.452 4.074 0.925 -0.332
C -2.072 5.152 0.336 -0.135
N -0.521 1.810 0.711 -0.785
C 0.156 2.004 1.895 -0.033
C 0.439 1.142 2.905 0.047
C 1.298 1.634 3.973 -0.179
C 1.555 0.950 5.095 -0.267
C 0.940 -0.353 5.262 -0.332
C 0.151 -0.834 4.294 0.035
N -0.092 -0.184 3.083 -0.483
H -3.605 5.275 -3.076 0.478
H -2.368 3.917 -2.812 0.180
H -1.290 2.038 -1.785 0.222
H -1.243 4.097 1.986 0.212
H -2.317 6.029 0.921 0.223
H 0.592 2.993 2.041 0.162
H 1.716 2.622 3.823 0.199
H 2.191 1.365 5.866 0.197
H 1.114 -0.950 6.147 0.203
H -0.336 -1.795 4.353 0.231
S -1.810 -2.094 2.470 -0.337
C -0.836 -0.794 2.069 -0.370
O 1.505 -0.148 0.154 -0.628
N 2.647 -0.536 -0.275 0.114
C 3.753 -0.133 0.392 -0.002
C 5.004 -0.521 -0.032 -0.225
C 5.137 -1.332 -1.149 -0.211
C 3.990 -1.733 -1.813 -0.211
C 2.749 -1.330 -1.366 -0.003
H 3.539 0.487 1.250 0.251
H 5.864 -0.183 0.527 0.228
H 6.113 -1.644 -1.492 0.220
H 4.036 -2.367 -2.687 0.229
H 1.802 -1.596 -1.810 0.265

---

Record 2
62
Properties=species:S:1:pos:R:3:mulliken_spin:R:1 method="wB97M-V/def2-TZVPD" gap_ev="6.2 / 6.1" de_lowest_kj_mol=0.0 e_tot_ev=-210344.8781 spin_multiplicity=2
Mn -0.062 -0.280 0.130 0.997
Br -5.073 -4.005 2.345 0.000
C -3.654 -2.948 1.690 0.001
C -2.812 -3.464 0.695 0.005
C -1.793 -2.676 0.240 0.011
N -1.544 -1.431 0.711 0.018
C -2.387 -0.930 1.649 0.011
C -3.455 -1.684 2.163 0.002
C -2.084 0.425 2.017 0.027
C -2.781 1.189 2.966 -0.014
C -2.380 2.477 3.186 0.027
Br -3.284 3.551 4.446 0.002
C -1.298 3.015 2.474 -0.011
C -0.660 2.215 1.569 0.038
N -1.028 0.933 1.335 -0.032
H -2.971 -4.450 0.282 0.001
H -1.132 -3.018 -0.544 -0.004
H -4.109 -1.266 2.914 0.001
H -3.617 0.771 3.507 -0.001
H -0.977 4.034 2.633 0.000
H 0.181 2.560 0.982 -0.003
O 1.289 0.989 -0.329 0.014
C 2.581 1.014 -0.192 -0.005
C 3.289 2.114 -0.734 0.012
C 4.654 2.212 -0.637 -0.004
C 5.398 1.219 0.011 0.008
C 4.734 0.141 0.544 -0.009
C 3.338 0.009 0.457 0.016
C 2.683 -1.156 1.023 -0.023
N 1.378 -1.418 1.054 0.042
C 1.221 -2.629 1.708 -0.007
C 2.432 -3.110 2.061 0.002
N 3.345 -2.174 1.625 -0.002
H 2.704 2.870 -1.242 0.000
H 5.160 3.067 -1.069 0.000
H 6.474 1.294 0.092 0.001
H 5.321 -0.619 1.047 0.000
H 0.249 -3.061 1.872 0.002
H 2.730 -4.008 2.573 0.000
H 4.341 -2.236 1.728 0.000
C 2.509 -0.921 -3.085 -0.009
N 1.814 -2.179 -3.309 -0.002
C 2.713 -3.295 -3.096 0.000
C 0.646 -2.300 -2.444 -0.014
C -0.396 -1.236 -2.708 -0.024
C -0.918 -1.150 -4.001 -0.003
C -1.834 -0.169 -4.335 0.005
C -2.237 0.744 -3.366 -0.003
C -1.726 0.651 -2.080 -0.099
C -0.798 -0.336 -1.719 0.031
H 3.347 -0.840 -3.779 0.000
H 2.906 -0.845 -2.058 0.004
H 1.836 -0.081 -3.250 0.001
H 3.571 -3.215 -3.764 0.000
H 2.200 -4.236 -3.305 0.000
H 3.092 -3.335 -2.057 0.000
H 0.955 -2.271 -1.383 -0.003
H 0.220 -3.296 -2.619 -0.008
H -0.576 -1.854 -4.752 -0.001
H -2.228 -0.110 -5.342 0.000
H -2.948 1.523 -3.615 -0.001
H -2.058 1.372 -1.338 0.007

---

Record 3
62
Properties=species:S:1:pos:R:3:nbo_charge:R:1 method="wB97M-V/def2-TZVPD" gap_ev=6.1 de_lowest_kj_mol=55.1 e_tot_ev=-183859.2878 total_charge=-1
C 6.928 2.490 1.581 -0.256
O 5.951 3.403 1.017 -0.503
C 4.641 3.234 1.348 0.324
C 4.199 2.257 2.276 -0.329
C 2.869 1.881 2.290 -0.179
C 1.944 2.371 1.329 -0.066
C 0.562 1.958 1.210 -0.034
C -0.001 1.001 2.119 -0.229
C -1.251 1.296 2.716 -0.096
C -1.724 0.602 3.795 -0.247
Br -3.377 1.059 4.583 0.024
C -0.959 -0.527 4.401 0.411
O -1.307 -1.100 5.440 -0.645
C 0.252 -0.916 3.614 -0.205
Br 1.247 -2.397 4.225 0.024
C 0.654 -0.191 2.526 -0.154
C 2.394 3.443 0.517 -0.152
C 3.674 3.913 0.561 -0.272
H 7.831 2.694 1.003 0.196
H 7.097 2.714 2.645 0.178
H 6.635 1.433 1.462 0.187
H 4.908 1.770 2.957 0.217
H 2.554 1.188 3.071 0.238
H -0.135 2.808 0.956 0.215
H -1.824 2.145 2.339 0.211
H 1.515 -0.540 1.961 0.221
H 1.656 3.949 -0.106 0.235
H 3.993 4.736 -0.079 0.218
C 3.607 -1.452 -1.287 -0.627
C 3.292 0.014 -1.241 -0.073
O 1.851 0.101 -1.034 -0.536
C 1.311 1.306 -1.342 0.793
C -0.067 1.387 -0.783 -0.431
C -0.817 0.117 -0.710 0.553
C -1.739 -0.198 -1.839 -0.054
C -1.687 0.456 -3.078 -0.194
C -2.601 0.128 -4.081 -0.230
C -3.587 -0.839 -3.848 -0.210
C -3.643 -1.483 -2.604 -0.226
C -2.721 -1.172 -1.608 -0.172
O -0.757 -0.653 0.237 -0.521
C -0.939 2.547 -1.082 0.784
O -2.137 2.540 -0.828 -0.633
O -0.264 3.609 -1.574 -0.525
C -1.051 4.680 -2.128 -0.067
C -0.103 5.756 -2.591 -0.620
O 1.924 2.192 -1.936 -0.642
H 4.662 -1.613 -1.072 0.203
H 3.007 -2.026 -0.575 0.229
H 3.419 -1.832 -2.295 0.204
H 3.792 0.529 -0.403 0.184
H 3.538 0.517 -2.187 0.201
H -0.932 1.234 -3.237 0.216
H -2.536 0.648 -5.040 0.206
H -4.305 -1.082 -4.639 0.206
H -4.416 -2.220 -2.398 0.208
H -2.754 -1.645 -0.627 0.241
H -1.604 4.272 -2.986 0.181
H -1.736 5.070 -1.369 0.190
H -0.698 6.613 -2.923 0.204
H 0.588 6.104 -1.808 0.214
H 0.484 5.423 -3.456 0.213

---

Record 4
61
Properties=species:S:1:pos:R:3:mulliken_spin:R:1 method="wB97M-V/def2-TZVPD" gap_ev="6.1 / 6.1" e_tot_ev=-108517.5426 spin_multiplicity=2
C -3.079 -0.439 0.294 -0.008
C -2.409 0.219 -0.786 0.000
C -1.439 -0.673 -1.313 0.003
H -2.654 1.186 -1.205 0.001
C -1.508 -1.898 -0.570 -0.008
C -2.517 -1.755 0.435 0.001
H -0.973 -2.815 -0.801 0.000
C -0.676 3.141 1.909 -0.001
C -1.384 2.962 0.683 0.001
C -0.438 2.922 -0.360 -0.002
H -2.468 2.909 0.560 0.001
C 0.880 2.987 0.207 0.000
C 0.710 3.207 1.615 -0.001
H -0.843 -0.519 -2.208 0.001
H -2.784 -2.515 1.163 0.001
H -3.899 -0.030 0.871 0.000
H 1.522 3.373 2.320 0.000
H -0.647 2.774 -1.422 0.000
H -1.126 3.238 2.892 0.000
Ce -0.629 -0.265 1.144 1.005
C 2.065 2.236 -0.399 0.001
C 3.371 2.509 0.323 0.000
C 2.195 2.519 -1.880 0.000
H 3.564 3.590 0.346 0.000
H 4.193 2.036 -0.232 0.000
H 3.393 2.116 1.343 0.000
H 2.307 3.601 -2.030 0.000
H 1.328 2.169 -2.454 0.000
H 3.097 2.028 -2.255 0.000
C 1.540 0.770 -0.110 0.011
C 1.896 -0.677 -0.326 -0.003
H 0.541 0.829 -0.652 0.000
H 1.499 0.819 1.019 -0.004
O 0.963 -1.424 0.233 0.000
N 2.877 -1.228 -1.046 0.001
C 2.532 -2.542 -1.693 0.000
H 3.786 -1.226 -0.602 0.000
C 1.620 -2.258 -2.838 0.000
C 0.636 -3.167 -3.237 0.000
H 0.521 -4.101 -2.677 0.000
C -0.148 -2.880 -4.351 0.000
H -0.895 -3.604 -4.687 0.000
C 0.044 -1.691 -5.060 0.000
H -0.535 -1.485 -5.958 0.000
C 0.995 -0.757 -4.632 0.000
H 1.170 0.177 -5.160 0.000
C 1.777 -1.043 -3.510 0.000
H 2.559 -0.361 -3.163 0.000
H 2.052 -3.177 -0.929 0.000
H 3.469 -3.026 -2.013 0.000
Cl -3.682 1.694 3.056 0.000
C -3.001 0.379 3.930 -0.002
C -1.869 -0.244 3.439 -0.002
C -1.291 -1.298 4.108 0.001
Cl 0.108 -2.050 3.364 0.001
C -1.835 -1.785 5.315 0.000
Cl -1.102 -3.092 6.131 0.000
C -3.009 -1.170 5.808 0.000
Cl -3.727 -1.740 7.237 0.000
C -3.600 -0.083 5.121 0.000
Cl -5.040 0.627 5.692 0.000